Record 1
A 3-piece molecular cluster, C19H23F2NO9S overall in a non-equilibrium geometry, computed with ωB97M-V with the def2-TZVPD basis set.

Positions of all 55 atoms, in Å:
S: -2.37591 -3.54823 2.06270
F: -4.08880 -1.94192 1.31162
F: -0.86558 -3.23248 1.90787
O: 6.07768 -0.29553 0.05642
O: -1.12314 1.97206 1.98482
O: -5.07691 1.03536 -2.66358
O: 8.29111 4.19517 -1.66226
O: -2.84672 -4.17299 0.88568
O: -2.54743 -4.12987 3.33934
O: -2.78396 0.09064 1.00098
O: -7.69666 -3.51544 -1.98122
O: 2.16325 0.51867 1.86818
N: -2.96527 -1.93468 2.12733
C: 8.33037 2.44020 -0.09374
C: -7.32849 -1.62388 -3.33232
C: 6.58606 0.73259 -0.33747
C: -6.67039 -0.48106 -3.50532
C: 0.27850 1.89774 2.15174
C: -5.45390 -0.85029 -1.30945
C: 6.04148 1.45804 -1.51226
C: -1.57598 2.17271 0.66002
C: 6.59764 2.58593 -1.94464
C: 3.00513 -0.26752 1.04368
C: -6.10761 -1.99507 -1.13701
C: 7.78639 3.16736 -1.26905
C: 7.77338 1.31227 0.33797
C: -2.01842 -0.90594 1.56663
C: 2.50398 -1.71549 0.91646
C: -2.12543 0.88468 0.03446
C: 1.00693 0.96190 1.19993
C: -5.68085 -0.00567 -2.50593
C: -7.09841 -2.47362 -2.13408
H: -5.95155 -2.62618 -0.27156
H: 0.44557 1.51380 3.15672
H: 5.17585 1.01580 -1.98899
H: -1.45465 -0.53768 2.42835
H: -0.80498 2.62171 0.03219
H: -1.36070 0.32510 -0.50877
H: 0.38776 0.09837 0.93148
H: 3.30343 -2.42776 1.09409
H: 3.04927 0.17522 0.04378
H: -8.05463 -1.99104 -4.04630
H: 9.19653 2.88129 0.38243
H: 1.69120 -1.86927 1.62398
H: -2.39913 2.88475 0.71344
H: 2.11458 -1.91293 -0.08158
H: -1.30844 -1.33890 0.85677
H: -6.81971 0.15214 -4.37065
H: 4.01028 -0.23617 1.44584
H: 1.27653 1.47170 0.26779
H: 0.73588 2.89031 2.11883
H: 6.21931 3.13192 -2.79936
H: -4.72842 -0.48366 -0.59269
H: 8.15142 0.76579 1.19248
H: -2.88744 1.16009 -0.69580

SMILES string ... CCOCCOCCOCN(F)S(=O)(=O)F.O=C1C=CC(=O)C=C1.O=C1C=CC(=O)C=C1
Kohn-Sham gap ... 8.420 eV
HOMO ... -10.2 eV


Record 2
C19H23F3N2ORuS as an isolated structure in a non-equilibrium geometry, computed with ωB97M-V with the def2-TZVPD basis set.

Positions of all 50 atoms, in Å:
Ru: 0.13678 -0.43511 -0.09706
S: 0.50874 -0.41110 -2.39705
F: -1.46653 2.10503 -5.67076
F: -0.31897 0.29455 -5.38107
F: 0.29231 2.13182 -4.41783
O: -0.25946 1.54372 0.37879
N: 0.42722 3.67184 0.28508
N: -1.78142 0.09708 -1.39614
C: 1.05905 -2.58038 0.32729
C: -2.91589 1.52349 -3.45209
C: -1.08567 0.30429 -2.51878
C: -0.83180 -1.40301 1.94611
C: 2.02947 0.41204 -0.16064
C: -3.02009 0.57894 -1.27316
C: 1.88257 1.87345 -0.55413
C: 0.88715 0.86745 3.49239
C: 0.62413 2.37844 0.06489
C: -0.28824 -2.76800 -0.00024
C: -0.73117 -3.56167 -1.19490
C: 2.20492 -1.14668 4.23999
C: -1.62049 1.05753 -3.56984
C: -1.23328 -2.12981 0.82953
C: 0.52150 -1.35293 2.35825
C: 1.45028 -1.94975 1.52208
C: -3.64134 1.27286 -2.28930
C: -0.77886 1.39381 -4.76994
C: 0.88290 -0.65770 3.65593
H: -4.65904 1.61771 -2.17853
H: 2.50437 -1.90793 1.76289
H: 2.74435 2.48160 -0.26519
H: -3.35374 2.09523 -4.25916
H: -1.10199 -2.89882 -1.97778
H: 1.77087 1.96705 -1.63842
H: -3.52001 0.38854 -0.33078
H: 0.08970 -4.14396 -1.60888
H: -0.00519 1.22501 2.97771
H: 3.05503 -0.80934 3.64238
H: 2.69952 -0.11181 -0.83630
H: 2.38701 0.31416 0.86430
H: 1.81588 -3.00908 -0.31785
H: 0.93332 1.34743 4.47037
H: -2.28399 -2.17628 0.57643
H: 2.24382 -2.23461 4.31279
H: -0.45296 3.98705 0.65976
H: 0.08719 -0.90636 4.36377
H: 2.33725 -0.74027 5.24239
H: 1.76380 1.18862 2.92396
H: -1.57764 -0.89158 2.54262
H: 1.12055 4.35338 0.03121
H: -1.53190 -4.24597 -0.91507

⟨S²⟩ ... 0.758
Kohn-Sham gap (spin up / spin down) ... 7.647 / 7.858 eV
Multiplicity ... 2
Total charge ... +1
HOMO (spin up / spin down) ... -10.8 / -10.8 eV
Relative energy (zero: lowest compared OMol25 entry of this formula, charge and spin) ... 24.5 kJ/mol


Record 3
C19H23F4N2Ti as an isolated structure, computed with ωB97M-V with the def2-TZVPD basis set.

Positions of all 49 atoms, in Å:
Ti: -0.26254 0.02060 0.92731
F: 0.48735 -2.02813 1.71644
F: 5.62463 -2.77987 0.27926
F: 4.29135 -0.79738 -0.78990
F: 1.87002 -4.09028 2.79892
N: 0.78823 2.15843 0.63421
N: 1.39989 -0.41189 -0.03851
C: 0.10861 3.36145 0.08773
C: 3.63822 -1.59164 0.07278
C: 2.29354 -1.38380 0.38938
C: 4.35202 -2.64015 0.64370
C: -2.01836 0.24554 -0.31922
C: -2.13834 1.04695 1.97621
C: -2.29776 1.26965 0.62181
C: 2.48003 -3.31122 1.90662
C: 1.82950 0.63860 -0.96871
C: 1.78498 -2.27651 1.33450
C: -1.92680 -0.32092 2.43501
C: -2.11268 -1.37208 1.53169
C: -0.27689 3.26219 -1.37368
C: 1.10309 2.41795 2.05953
C: -2.02277 -1.12293 0.16916
C: 1.41940 1.13799 2.81946
C: -2.33406 2.12752 3.00329
C: 3.80089 -3.51456 1.55402
C: 2.03817 1.88649 -0.13963
H: -3.32118 2.02416 3.45624
H: 4.38322 -4.31744 1.98147
H: -2.49261 2.26993 0.25919
H: -2.26731 3.11951 2.55829
H: 2.85541 1.71550 0.56347
H: 2.30900 2.75798 -0.73935
H: -1.87388 -0.51886 3.49645
H: 1.94278 3.11809 2.13494
H: 1.59276 1.37112 3.87010
H: -0.89277 2.38812 -1.58017
H: -1.98622 -1.93714 -0.54000
H: 2.72552 0.38676 -1.52658
H: 2.31034 0.63345 2.44717
H: 0.59173 3.22167 -2.02949
H: -1.59980 2.05746 3.80719
H: -0.84560 4.15157 -1.64549
H: -2.10403 -2.39128 1.89378
H: 0.24129 2.91072 2.50877
H: 1.02969 0.80103 -1.69197
H: -0.76872 3.54050 0.70870
H: 0.58400 0.40818 2.85053
H: 0.77345 4.22226 0.23379
H: -2.07599 0.43360 -1.37991

Kohn-Sham gap ... 7.507 eV
Total charge ... +1
HOMO ... -11.0 eV
Relative energy (zero: lowest compared OMol25 entry of this formula, charge and spin) ... 13.3 kJ/mol


Record 4
C19H23HgN2OS2SeSi as an isolated structure, computed with ωB97M-V with the def2-TZVPD basis set.

Positions of all 50 atoms, in Å:
Hg: -0.05602 -1.17219 -1.71982
Se: -1.92706 -1.85186 -3.33697
S: 2.15345 -2.31042 -1.59214
S: 3.44229 -3.43472 0.87517
Si: -3.58066 -0.49169 -2.66692
O: -0.36859 1.05105 -1.11630
N: 1.28078 -1.98515 1.01360
N: 0.36841 -1.11983 0.57922
C: -3.87164 -0.55509 -0.81850
C: -1.92836 1.29104 2.21154
C: -2.60321 2.49631 2.07908
C: 4.28760 1.11853 0.05142
C: -3.31050 1.28240 -3.20008
C: 6.01453 -0.84612 0.94944
C: -2.48045 3.21182 0.89213
C: 4.65507 -0.95718 1.22941
C: 5.64437 1.22020 -0.22219
C: -5.16610 -1.09793 -3.50980
C: -0.44895 -1.02426 2.92071
C: 2.10701 -2.51033 0.15139
C: -1.70430 2.68448 -0.13468
C: 4.11629 -2.14773 1.97411
C: -1.11318 0.71454 1.20032
C: -0.39929 -0.48913 1.51193
C: 3.79383 0.04193 0.77679
C: 6.51089 0.23497 0.23233
C: -1.02647 1.44431 -0.06405
H: -3.04070 -0.09944 -0.27303
H: 2.72949 -0.02939 0.97370
H: 7.57232 0.30305 0.02294
H: -5.05399 -1.09941 -4.59931
H: -6.01465 -0.45027 -3.24991
H: -3.13420 1.33383 -4.27924
H: 0.16940 -1.91358 2.99833
H: 6.68997 -1.62601 1.28900
H: -2.03038 0.76397 3.15128
H: -3.20350 2.87123 2.90158
H: -4.78603 -0.00863 -0.55200
H: -5.40122 -2.11944 -3.19317
H: -3.97002 -1.59213 -0.48273
H: -2.43274 1.68832 -2.68734
H: -1.47576 -1.28712 3.21334
H: -4.17777 1.90774 -2.95050
H: 4.90771 -2.61785 2.56490
H: -2.98410 4.16489 0.75945
H: 3.59424 1.86780 -0.31076
H: -1.59078 3.22025 -1.07257
H: 6.02461 2.05910 -0.79439
H: 3.31267 -1.84611 2.64672
H: -0.09433 -0.28873 3.65660

⟨S²⟩ ... 0.798
Kohn-Sham gap (spin up / spin down) ... 3.387 / 5.456 eV
Multiplicity ... 2
Total charge ... -2
HOMO (spin up / spin down) ... 1.2 / -0.9 eV
Relative energy (zero: lowest compared OMol25 entry of this formula, charge and spin) ... 6.7 kJ/mol


Record 5
C19H23HgN5S5Se as an isolated structure in a non-equilibrium geometry, computed with ωB97M-V with the def2-TZVPD basis set.

Positions of all 54 atoms, in Å:
Hg: -0.06580 0.31580 0.64142
Se: -2.67231 1.19762 3.55280
S: -4.50821 0.67521 -1.40327
S: -0.58068 -2.43422 1.41862
S: 1.38258 -0.54512 3.58172
S: 1.06406 2.86796 -3.52698
S: 2.43432 -1.20683 0.32842
N: 0.38395 1.36526 -1.58375
N: 0.46867 2.25653 1.60529
N: -2.10967 2.80032 4.05282
N: -1.32706 1.02411 2.32417
N: -2.08442 0.30851 -0.71162
C: -1.02560 3.11677 3.34901
C: -0.49254 -2.63880 3.23583
C: 2.83119 1.64752 -1.73102
C: -3.28461 1.53922 -2.23361
C: -0.26905 4.29014 3.42582
C: 1.18444 3.39691 1.71196
C: -0.59525 2.13617 2.40086
C: 0.83951 4.40212 2.59468
C: -0.78052 1.73069 -2.20944
C: 2.20462 -2.94703 0.85142
C: -2.05211 1.22343 -1.73222
C: -0.59990 2.55138 -3.28608
C: 3.47761 -0.50614 1.67196
C: 1.43188 1.87612 -2.15376
C: 0.79590 -2.25616 3.93297
C: 3.13448 -0.83221 3.11260
C: -3.29383 -0.08251 -0.43247
C: 0.77730 -3.46943 0.76737
C: -3.64597 -1.09357 0.58527
H: -3.30224 -0.76402 1.56700
H: 1.44413 5.29323 2.63113
H: 3.39829 -1.85229 3.38432
H: 3.72139 -0.16151 3.74028
H: 4.50480 -0.81838 1.47177
H: -3.14693 -2.03530 0.35948
H: 0.49166 -3.61654 -0.27382
H: 3.33598 2.58962 -1.52386
H: 0.62442 -2.30776 5.00860
H: 2.59357 -3.02585 1.86004
H: -0.56123 5.06444 4.11433
H: 2.83095 -3.54951 0.19210
H: 0.71778 -4.42474 1.28951
H: -3.52786 2.22210 -3.02238
H: 3.39092 1.13915 -2.51485
H: 2.04348 3.48184 1.06285
H: -1.34300 2.98574 -3.92538
H: -4.71932 -1.25815 0.61344
H: 1.59799 -2.94645 3.68483
H: 2.84254 1.02681 -0.83953
H: -0.69951 -3.69207 3.43288
H: 3.38615 0.56828 1.51363
H: -1.32146 -2.03132 3.60063

⟨S²⟩ ... 0.784
Kohn-Sham gap (spin up / spin down) ... 6.076 / 8.360 eV
Multiplicity ... 2
Total charge ... +1
HOMO (spin up / spin down) ... -8.5 / -11.0 eV
Relative energy (zero: lowest compared OMol25 entry of this formula, charge and spin) ... 31.4 kJ/mol


Record 6
C19H23N3O4S in the gas phase in a non-equilibrium geometry, computed with ωB97M-V with the def2-TZVPD basis set.

Positions of all 50 atoms, in Å:
S: 0.34080 -4.83697 0.54523
O: 1.12752 3.38219 -1.19636
O: -1.67270 3.25557 -1.72765
O: 2.19796 -0.77557 1.24732
O: -2.99231 0.88141 -1.25044
N: 3.51579 -6.55341 3.10882
N: 2.29268 -3.37941 1.70658
N: 0.71043 -2.28810 0.42745
C: -0.97125 -0.08598 -0.31893
C: -3.19703 5.06114 -1.52462
C: 4.56499 -6.10704 3.77469
C: 0.80289 3.67073 -3.60829
C: 0.35682 2.28941 -0.96405
C: -4.13260 -0.12653 0.67167
C: 4.14947 -3.86653 3.09963
C: -3.00335 3.56342 -1.33475
C: 3.03676 -4.32994 2.39160
C: 2.76886 -5.70164 2.43515
C: -1.67436 0.95788 -0.89947
C: 1.03582 1.22825 -0.37344
C: -1.02673 2.17874 -1.19407
C: 0.83559 4.31421 -2.22805
C: 0.38811 0.04877 -0.04271
C: 1.19514 -3.48462 0.94482
C: -3.79019 -0.20247 -0.81280
C: 4.92609 -4.76653 3.80146
C: 1.18451 -1.01205 0.60659
H: 2.08687 1.34237 -0.16426
H: -3.00489 5.33074 -2.55968
H: -2.51321 5.61573 -0.88668
H: -3.15840 3.28990 -0.28538
H: 2.63329 -2.41105 1.79137
H: 4.38877 -2.81176 3.09025
H: -3.71541 3.00729 -1.95382
H: -1.49164 -0.99153 -0.05437
H: -4.21739 5.33336 -1.27034
H: -4.76993 -0.96392 0.94101
H: -0.09444 -2.42167 -0.17099
H: -4.70242 -0.11085 -1.40853
H: -0.10134 4.84106 -2.03263
H: 5.79057 -4.43615 4.35607
H: 5.13707 -6.85508 4.30633
H: -4.66097 0.79999 0.88279
H: 0.71523 4.44341 -4.36686
H: 1.92776 -6.13050 1.91353
H: 1.71674 3.10668 -3.78098
H: -3.23468 -0.15655 1.28439
H: -0.04741 2.99949 -3.69339
H: 1.66469 5.02476 -2.16174
H: -3.31857 -1.16062 -1.06148

SMILES string ... CCOc1cc(C(=O)NC(=S)Nc2cccnc2)cc(OCC)c1OCC
Kohn-Sham gap ... 8.477 eV
HOMO ... -8.5 eV
Relative energy (zero: lowest compared OMol25 entry of this formula, charge and spin) ... 261.1 kJ/mol